Formula: C19H46F4N2O16S4Tl
Source: the Open Molecules 2025 dataset
Level of theory: wB97M-V/def2-TZVPD

Properties
* LUMO: -10.3 eV
* total charge: +1
* multiplicity: 1
* orbital gap: 0.0599 hartree
* highest occupied orbital energy: -11.917 eV

Last column: Löwdin charge in e.
Atoms and positions in Å:
Tl  -19.19331  -7.44509  21.68108  1.075
N  -19.54020  -8.29568  24.33540  -0.337
S  -20.75388  -8.76091  25.16988  0.414
O  -21.32718  -7.82367  26.08507  -0.260
O  -20.78426  -10.13467  25.60497  -0.255
F  -21.85124  -8.80145  23.98266  -0.195
S  -18.50577  -8.04160  25.65779  0.542
O  -18.06668  -9.23146  26.31170  -0.237
O  -18.67206  -6.87551  26.48198  -0.274
F  -17.19956  -7.66178  24.82457  -0.168
N  -22.01821  -7.15622  20.96781  -0.312
S  -23.35772  -6.79228  21.64688  0.447
O  -24.12643  -7.94308  22.04463  -0.226
O  -24.01391  -5.60258  21.17968  -0.204
F  -22.69048  -6.30714  23.02003  -0.195
S  -22.58355  -7.78252  19.54122  0.540
O  -23.06393  -6.82378  18.59130  -0.210
O  -23.18025  -9.09497  19.59394  -0.223
F  -21.10508  -8.06485  18.96984  -0.231
C  -21.38550  -6.56056  29.23984  -0.125
C  -20.61954  -6.96666  30.53431  -0.140
C  -19.57474  -5.89432  30.74913  -0.148
O  -20.18266  -4.73283  30.16398  -0.049
C  -20.92340  -5.13721  29.04352  -0.191
H  -22.46474  -6.66778  29.28679  0.121
H  -20.90664  -7.23161  28.52777  0.092
H  -20.22527  -7.97842  30.43724  0.104
H  -21.34691  -7.04402  31.34548  0.117
H  -18.60881  -6.12399  30.28086  0.129
H  -19.34403  -5.62428  31.77804  0.132
H  -20.36387  -5.11920  28.08623  0.134
H  -21.64145  -4.33031  28.86798  0.138
C  -17.98646  -14.15162  23.43954  -0.144
C  -18.91991  -13.17978  24.15895  -0.127
C  -18.43127  -11.79579  23.72241  -0.170
O  -17.18158  -12.01193  23.11684  -0.055
C  -17.11918  -13.29444  22.51464  -0.159
H  -18.47968  -14.88553  22.79798  0.116
H  -17.35362  -14.73052  24.10893  0.115
H  -18.87589  -13.40649  25.22157  0.120
H  -19.94991  -13.35526  23.84643  0.113
H  -18.41973  -11.10176  24.57394  0.104
H  -19.09014  -11.19468  23.07415  0.138
H  -16.05924  -13.57008  22.49674  0.132
H  -17.31478  -13.25960  21.43409  0.137
C  -16.91876  -9.47314  30.57804  -0.153
C  -15.75013  -9.00970  31.43275  -0.154
C  -14.72825  -8.57783  30.36286  -0.181
O  -15.52871  -8.01226  29.34003  -0.084
C  -16.68848  -8.85523  29.19220  -0.165
H  -17.91198  -9.30509  30.98936  0.103
H  -16.79077  -10.55117  30.45552  0.113
H  -15.37219  -9.74951  32.13821  0.115
H  -15.95292  -8.14843  32.07336  0.111
H  -14.18785  -9.43734  29.94922  0.133
H  -14.02024  -7.87314  30.79169  0.127
H  -16.58164  -9.64167  28.44187  0.122
H  -17.49961  -8.20685  28.86375  0.102
C  -25.06072  -10.17312  25.92502  -0.146
C  -24.64469  -10.68487  24.52379  -0.122
C  -23.70138  -11.85307  24.84439  -0.130
O  -23.91157  -12.18976  26.22367  -0.023
C  -25.04422  -11.48361  26.67491  -0.188
H  -26.06169  -9.74457  25.95801  0.122
H  -24.35383  -9.45214  26.33410  0.114
H  -24.19603  -9.83905  24.00688  0.089
H  -25.51690  -11.07835  24.00257  0.125
H  -22.63712  -11.61398  24.71807  0.119
H  -23.88973  -12.73414  24.21809  0.145
H  -24.87900  -11.22642  27.72596  0.137
H  -25.97942  -12.04368  26.56557  0.150
O  -16.69005  -5.97571  22.21135  -0.145
H  -16.23937  -6.12914  23.05208  0.043
H  -17.01711  -5.06891  22.27457  0.047
O  -19.61089  -5.15244  23.72556  -0.113
H  -19.15307  -4.96461  24.56036  0.026
H  -20.08829  -4.34000  23.51847  0.062
O  -17.35251  -4.36799  26.28243  -0.054
H  -17.51108  -5.30480  26.47464  -0.010
H  -17.82689  -3.89063  26.97158  0.040
C  -22.98060  -5.30875  25.86094  -0.045
C  -24.34280  -4.92811  25.30679  -0.467
C  -25.28215  -6.13809  25.15458  -0.022
O  -24.89852  -4.03785  26.23319  0.012
H  -23.22202  -5.90049  26.74814  0.083
H  -22.36935  -4.44857  26.13785  0.088
H  -22.35657  -5.91776  25.21625  0.040
H  -24.30252  -4.43295  24.32162  0.153
H  -26.17171  -5.84310  24.59678  0.090
H  -25.52311  -6.56931  26.12587  0.087
H  -24.79874  -6.91938  24.55923  0.066
H  -25.80541  -3.79083  26.01132  0.114

Atoms 1-2, force components in eV/Å:
0.13 0.28 0.12
2.67 0.91 2.25

---

Formula: C29H49Cl3CuN3O3Si
Source: the Open Molecules 2025 dataset
Level of theory: wB97M-V/def2-TZVPD

Properties
* LUMO (spin up / spin down): 2.5 / 2.5 eV
* total charge: -1
* multiplicity: 2
* orbital gap (spin up / spin down): 0.2088 / 0.2353 hartree
* highest occupied orbital energy (spin up / spin down): -3.138 / -3.860 eV

Last column: Mulliken spin population.
Atoms and positions in Å:
C  0.13167  2.99181  -4.22850  0.000
C  -0.66144  3.09670  -2.97927  -0.001
H  -0.23267  2.17335  -4.85757  0.000
H  1.17563  2.77855  -3.96174  0.000
H  0.10237  3.89759  -4.82925  0.000
C  -1.53647  4.10903  -2.76967  0.001
C  -1.70909  5.27791  -3.69029  0.000
H  -2.13839  4.20933  -1.86329  0.000
H  -2.06956  5.03884  -4.69922  0.000
H  -0.79991  5.88021  -3.80868  0.000
H  -2.40540  5.99266  -3.24239  0.000
Cu  1.30682  -1.92377  1.40140  0.453
Cl  3.56849  -0.90725  0.93410  0.019
Cl  0.28689  -3.67656  0.31214  0.005
H  2.15678  -5.61202  3.57894  0.000
H  4.67939  -5.92782  0.61641  0.000
C  2.04909  -5.86228  2.51899  -0.001
C  3.58225  -5.87108  0.56497  0.000
N  3.07662  -5.19643  1.73865  0.005
H  1.05005  -5.56808  2.16719  0.001
C  3.16913  -3.86784  1.81202  0.018
O  2.29378  -3.22043  2.44096  -0.020
H  3.30472  -5.31708  -0.34835  0.000
H  4.02360  -3.39524  1.30143  0.000
H  2.21892  -6.92724  2.35439  0.000
H  3.12326  -6.86598  0.55145  0.000
H  -3.40745  -0.57113  -3.81173  0.000
H  -3.78381  2.10821  -3.16799  0.000
C  -4.04111  -0.84683  -2.96173  0.000
C  -4.59456  1.52817  -2.70045  0.000
N  -4.09086  0.30178  -2.08341  0.000
H  -3.65027  -1.72797  -2.45475  0.000
C  -4.08265  0.12386  -0.71901  0.000
O  -3.73006  -0.88295  -0.14860  0.000
H  -5.06433  2.14816  -1.93275  0.000
H  -4.44805  1.03116  -0.17805  0.000
H  -5.04419  -1.06541  -3.35600  0.000
H  -5.32427  1.26814  -3.48188  0.000
O  -0.46066  0.59483  -2.56440  0.000
C  -0.19048  1.97640  -2.02354  -0.010
C  -2.03280  2.42847  -0.36577  0.011
C  -0.68820  2.22491  -0.61879  0.037
H  -2.74424  2.19457  -1.17197  -0.004
C  -2.46061  2.98942  0.84820  0.020
H  0.90727  1.98582  -1.97768  0.006
C  0.23757  2.46308  0.43136  -0.031
H  -3.52437  3.17202  1.03025  0.000
C  -1.52778  3.30016  1.84457  -0.009
C  -0.17834  3.02939  1.63951  0.021
H  1.29785  2.23335  0.28353  -0.012
H  -1.85136  3.72204  2.80142  0.001
H  0.54887  3.23314  2.42897  0.000
Si  0.08754  -0.69773  -3.34573  0.000
Cl  0.70331  -0.01100  0.81492  0.117
C  -1.07434  -2.10902  -2.91584  0.000
C  1.70929  -1.31760  -2.57541  0.002
C  0.58091  -0.24581  -5.09884  0.000
H  -1.50153  -1.84484  -1.93106  0.000
H  -0.52822  -3.04762  -2.72863  -0.001
H  -1.92193  -2.37471  -3.55991  0.000
H  -0.16139  0.10163  -5.83124  0.000
H  1.05740  -1.15105  -5.48577  0.000
H  1.35906  0.52983  -5.09412  0.000
H  2.25887  -0.50113  -2.10353  0.000
H  2.37593  -1.82616  -3.30087  0.000
H  1.46350  -2.00842  -1.76119  0.002
C  2.62874  1.52830  3.87257  -0.005
N  2.90163  0.06913  3.75034  0.001
C  4.24742  -0.27710  4.28650  0.000
C  1.84063  -0.76806  4.45962  0.032
C  0.46384  -0.51964  3.92213  -0.098
C  -0.39215  0.42494  4.53856  0.017
C  -1.66467  0.69290  4.04193  -0.003
C  -2.13200  0.00909  2.92879  0.011
C  -1.32785  -0.93201  2.30144  -0.035
C  -0.03673  -1.16754  2.81096  0.443
H  2.46186  1.75565  4.93226  0.000
H  1.76008  1.78587  3.25349  0.002
H  3.50649  2.07393  3.51056  0.000
H  2.93062  -0.18689  2.71226  -0.002
H  4.23628  -0.17763  5.38053  0.000
H  4.46440  -1.30869  3.99306  0.000
H  4.97724  0.40530  3.84988  0.001
H  2.15466  -1.81392  4.36095  -0.005
H  1.90505  -0.48361  5.51931  0.002
H  -0.03941  0.92963  5.43713  0.002
H  -2.31272  1.41447  4.53933  0.000
H  -3.12925  0.17343  2.52583  0.003
H  -1.67020  -1.39359  1.38567  0.004

Atoms 1-2, force components in eV/Å:
0.27 0.24 -0.68
-0.19 -0.12 0.34

---

Formula: C15H64N16O16
Source: the Open Molecules 2025 dataset
Level of theory: wB97M-V/def2-TZVPD

Properties
* LUMO: 0.4 eV
* multiplicity: 1
* orbital gap: 0.3503 hartree
* highest occupied orbital energy: -9.178 eV

Last column: Löwdin charge in e.
Atoms and positions in Å:
O  4.71096  -0.31339  1.40362  -0.073
H  4.12918  0.26725  0.88105  0.012
H  5.47181  0.29930  1.60194  0.091
O  -3.17105  4.49234  -0.45787  -0.071
H  -3.11394  3.95723  0.34007  -0.021
H  -3.49146  5.37302  -0.20126  0.060
O  3.27264  -1.37625  -1.88670  -0.045
H  2.69812  -0.63150  -2.07039  0.000
H  2.66356  -1.99563  -1.45128  0.000
O  -0.60807  2.03403  -7.27088  -0.047
H  -1.10640  1.86771  -6.42304  0.015
H  -0.99379  1.47771  -7.87887  -0.010
O  3.10588  -2.27405  -4.42085  -0.037
H  3.34493  -2.02714  -3.53870  -0.016
H  3.82489  -2.76760  -4.77658  0.048
O  3.72223  -2.11651  3.11640  -0.084
H  3.98025  -1.36598  2.51454  -0.003
H  4.48008  -2.64689  3.22492  0.009
O  1.12734  -3.82149  -3.23271  -0.054
H  1.95627  -3.53729  -3.51949  -0.042
H  1.28925  -4.16309  -2.32752  0.045
C  -0.12114  3.37287  4.28181  -0.661
O  1.05319  3.03595  4.18454  0.023
N  -0.94100  3.41233  5.33876  0.176
N  -0.77789  3.98127  3.22089  0.150
H  -0.53824  3.03743  6.16373  0.104
H  -1.55287  4.19414  5.32836  0.101
H  -1.69443  3.66443  2.98206  0.037
H  -0.20884  3.93841  2.39563  0.070
C  -1.47907  -0.92121  -2.74728  -0.605
O  -1.43719  -0.98407  -1.49571  -0.045
N  -2.47302  -0.19444  -3.41504  0.147
N  -0.55566  -1.46710  -3.55570  0.179
H  -2.94432  0.53769  -2.85343  0.093
H  -2.10408  0.26663  -4.22356  0.045
H  -0.65080  -1.23645  -4.55443  0.109
H  0.17862  -2.15977  -3.27228  0.090
C  1.28008  -3.30145  0.41215  -0.646
O  1.98911  -3.34469  -0.60928  -0.036
N  1.63583  -3.86149  1.55578  0.191
N  0.24239  -2.44311  0.41883  0.200
H  2.44411  -4.50050  1.46459  0.136
H  0.91423  -4.18413  2.18472  0.080
H  0.07730  -2.05496  -0.50158  0.076
H  -0.49981  -2.42169  1.06037  0.035
C  -2.57221  1.62238  1.47574  -0.602
O  -2.84875  2.83264  1.70505  -0.051
N  -2.12826  0.86364  2.55314  0.199
N  -2.70885  1.04230  0.28242  0.189
H  -1.93406  1.51327  3.26973  0.069
H  -1.59227  0.01420  2.27993  0.086
H  -2.03470  0.33687  -0.04267  0.071
H  -3.10730  1.65398  -0.41512  0.102
C  -2.26944  3.06989  -3.84577  -0.657
O  -1.95959  2.34551  -4.81933  -0.052
N  -1.33894  3.47327  -2.97555  0.203
N  -3.56881  3.34922  -3.57722  0.161
H  -0.39807  3.26550  -3.15298  0.052
H  -1.57034  4.07653  -2.20417  0.080
H  -4.30146  2.97614  -4.15846  0.110
H  -3.71621  3.71899  -2.57159  0.119
C  0.94942  -0.48396  4.95374  -0.673
O  -0.13475  0.00372  5.28582  -0.024
N  1.46848  -1.61995  5.60992  0.150
N  1.77975  0.17202  4.13979  0.156
H  2.10053  -2.24513  5.14758  0.065
H  0.77490  -2.01663  6.16528  0.059
H  2.73406  -0.32413  3.99718  0.124
H  1.65390  1.18496  3.92537  0.079
C  2.13723  1.36217  -4.58538  -0.574
O  3.04414  1.17131  -3.76126  0.002
N  1.50263  0.33381  -5.30103  0.179
N  1.56193  2.61541  -4.73685  0.172
H  1.88533  -0.60816  -5.24708  0.079
H  0.80222  0.53913  -5.92809  0.030
H  2.09005  3.43927  -4.52500  0.109
H  0.92394  2.61560  -5.45424  0.029
C  1.37190  0.45305  1.04308  -0.049
C  1.50342  1.04849  -0.37578  -0.382
C  0.59114  2.20822  -0.57188  -0.167
O  0.93639  3.25721  0.34416  -0.177
C  0.93315  4.50095  -0.18046  -0.160
N  2.92699  1.44589  -0.48346  0.057
H  1.84134  1.07937  1.74859  0.045
H  1.76155  -0.59068  1.00099  0.080
H  0.32691  0.37502  1.41557  0.066
H  1.31922  0.24876  -1.10301  0.121
H  -0.40644  1.89450  -0.30072  0.102
H  0.64599  2.59960  -1.60053  0.099
H  1.54978  5.25265  0.34164  0.105
H  -0.03186  4.96843  -0.31178  0.072
H  1.30443  4.47208  -1.21385  0.085
H  3.22888  1.51388  -1.46797  0.068
H  3.00458  2.39002  -0.09890  0.086
C  -3.57708  -2.31048  1.70361  -0.053
C  -2.65722  -3.25621  2.44005  -0.457
C  -2.26133  -4.42513  1.57641  -0.182
O  -1.15123  -5.14332  2.13627  -0.234
C  -1.36759  -6.11553  3.15570  -0.068
N  -1.48199  -2.53989  2.89338  0.045
H  -3.10912  -1.77188  0.91558  0.047
H  -3.94577  -1.55879  2.47833  0.106
H  -4.43472  -2.81677  1.28627  0.080
H  -3.18135  -3.62039  3.36307  0.144
H  -1.95585  -4.16337  0.58470  0.115
H  -3.14457  -5.06886  1.43828  0.134
H  -1.97890  -5.64469  3.87119  0.066
H  -0.39619  -6.39034  3.50425  0.083
H  -1.88229  -6.98545  2.71418  0.098
H  -0.78399  -2.98220  3.46124  0.073
H  -1.85188  -1.71574  3.41263  0.084

Atoms 1-2, force components in eV/Å:
1.33 1.50 0.27
-0.35 -0.10 -0.50

---

Formula: C3H5N3O
Source: the Open Molecules 2025 dataset
Level of theory: wB97M-V/def2-TZVPD

Properties
* LUMO (spin up / spin down): 1.0 / -2.0 eV
* multiplicity: 3
* orbital gap (spin up / spin down): 0.2331 / 0.2345 hartree
* highest occupied orbital energy (spin up / spin down): -5.363 / -8.357 eV

Last column: Mulliken spin population.
Atoms and positions in Å:
C  -0.06918  -1.34537  0.18698  0.603
C  0.10314  0.98930  0.04777  0.429
C  -0.80656  -0.05166  0.03847  -0.021
N  1.22434  -1.17556  0.24375  0.475
N  1.48008  0.11888  0.38858  0.460
N  -2.14800  0.10715  -0.33408  -0.002
O  2.73623  0.63035  0.16463  0.020
H  -0.35980  -2.32508  0.50368  0.005
H  0.13050  2.00371  -0.33160  -0.017
H  -2.72197  -0.70909  -0.05437  0.003
H  -2.55187  0.97675  -0.03503  0.004
H  2.98309  0.78062  -0.81880  0.042

Atoms 1-2, force components in eV/Å:
-5.17 2.12 0.25
1.16 -2.44 0.61

---

> Which value of multiplicity does entry 3 give?

1

---

> The highest multiplicity belongs to which entry?

C3H5N3O